No. 1
Molecular formula: C26H58B2Cl20FInO3P
Method: DFT, ωB97M-V/def2-TZVPD

Output
HOMO-LUMO gap   0.1720 Eh
HOMO energy   -3.19 eV
Net charge   -1
LUMO level   1.49 eV

Each line ends with the Mulliken charge.
Geometry (Å):
1 C -2.8947 -1.1501 0.5018  -0.54
2 B -4.2947 -0.4250 0.6924  0.05
3 O -5.1126 -0.9801 1.6897  -0.72
4 In -4.7765 1.3625 -0.6721  1.07
5 C -6.9752 1.8196 -0.9281  -0.99
6 C -7.6916 2.1783 0.3661  -0.26
7 C -7.5046 1.1514 1.4468  0.09
8 F -7.9059 -0.1026 0.9971  -0.36
9 B -3.9605 0.8298 -2.7799  0.27
10 O -4.5647 1.2000 -3.9667  -0.72
11 O -2.8150 0.0591 -2.9931  -0.62
12 P -3.6738 3.5235 0.1322  -0.13
13 C -2.4812 4.1999 -1.1405  -1.00
14 C -2.7606 3.2958 1.7453  -0.92
15 H -2.5040 -1.5614 1.4370  0.26
16 H -3.0577 -1.9605 -0.2175  0.34
17 H -2.1659 -0.4647 0.0669  -0.14
18 H -4.9453 -0.6071 2.5558  0.18
19 H -7.4698 1.0199 -1.4837  0.38
20 H -7.0511 2.6968 -1.5685  0.20
21 H -7.3495 3.1532 0.7246  -0.05
22 H -8.7768 2.2911 0.2070  0.39
23 H -8.1107 1.3587 2.3358  0.29
24 H -6.4588 1.1385 1.7592  -0.16
25 H -5.3295 1.7421 -3.7638  0.29
26 H -2.1216 0.3561 -2.3994  0.16
27 H -2.4865 5.2871 -1.0281  0.52
28 H -2.8321 3.9910 -2.1482  0.10
29 H -1.4530 3.8867 -0.9957  0.29
30 H -2.4702 2.2672 1.9618  0.27
31 H -3.4114 3.6673 2.5366  0.32
32 H -1.8648 3.9244 1.7497  0.29
33 Cl 0.7536 -0.8453 1.3359  -0.20
34 C 1.2797 -0.5525 -0.3411  0.21
35 C 1.3514 0.9191 -0.6592  -0.99
36 Cl -0.2619 1.6771 -0.7328  -0.01
37 H 0.5914 -1.0700 -1.0058  0.29
38 H 2.2689 -0.9955 -0.4430  -0.13
39 H 1.8112 1.0637 -1.6364  0.40
40 H 1.9317 1.4559 0.0823  0.34
41 Cl 0.8557 1.3069 -5.5722  -0.24
42 C -0.7473 1.3679 -4.7646  0.21
43 C -1.5166 2.6106 -5.1187  0.01
44 Cl -0.7684 4.0731 -4.4171  -0.21
45 H -0.5781 1.3035 -3.6946  -0.36
46 H -1.3019 0.4891 -5.0826  0.32
47 H -2.5218 2.5310 -4.7052  -0.14
48 H -1.5845 2.7479 -6.1948  0.38
49 Cl 5.3314 -1.6908 2.0746  -0.21
50 C 5.8090 -1.3813 0.3828  0.33
51 C 6.0204 0.0809 0.1041  -0.31
52 Cl 4.4731 0.9662 0.1119  -0.13
53 H 5.0276 -1.7821 -0.2601  -0.38
54 H 6.7344 -1.9254 0.2093  0.22
55 H 6.4387 0.1994 -0.8943  0.02
56 H 6.6916 0.5428 0.8236  0.42
57 Cl 2.4480 -4.8251 -0.9174  -0.19
58 C 3.0971 -4.8563 -2.5756  -0.43
59 C 4.4262 -4.1541 -2.6697  -0.45
60 Cl 4.2621 -2.3983 -2.4201  -0.08
61 H 2.3607 -4.3983 -3.2309  0.30
62 H 3.2172 -5.9013 -2.8566  0.34
63 H 4.8550 -4.2934 -3.6610  0.24
64 H 5.1272 -4.5305 -1.9278  0.29
65 Cl 7.6672 -4.2381 1.2778  -0.19
66 C 7.4257 -5.0086 2.8647  -0.15
67 C 8.7097 -5.1217 3.6413  -0.50
68 Cl 9.8489 -6.2858 2.9094  -0.18
69 H 6.9759 -5.9817 2.6943  0.12
70 H 6.7206 -4.3839 3.4118  0.24
71 H 8.4978 -5.4760 4.6483  0.30
72 H 9.2177 -4.1633 3.7060  0.37
73 Cl 9.0279 -11.4045 3.5188  -0.19
74 C 8.8682 -10.9738 1.7962  -0.43
75 C 8.8269 -9.4830 1.5833  -0.38
76 Cl 7.3314 -8.7560 2.2167  -0.18
77 H 7.9703 -11.4537 1.4162  0.32
78 H 9.7335 -11.3893 1.2826  0.31
79 H 8.8598 -9.2648 0.5172  0.30
80 H 9.6643 -8.9878 2.0672  0.24
81 Cl -4.1895 1.1251 4.2781  -0.14
82 C -4.9361 2.2397 5.4591  -0.30
83 C -6.3209 2.6538 5.0366  -0.61
84 Cl -6.2384 3.6868 3.5936  -0.14
85 H -4.2763 3.0977 5.5370  0.01
86 H -4.9662 1.7150 6.4130  0.47
87 H -6.8035 3.2286 5.8257  0.41
88 H -6.9368 1.7870 4.8055  0.27
89 Cl -6.3826 4.9903 -1.7777  -0.02
90 C -7.8268 6.0021 -1.9872  -0.67
91 C -7.9562 7.0333 -0.8953  -0.41
92 Cl -8.3239 6.3015 0.6882  -0.17
93 H -8.6953 5.3467 -2.0162  0.31
94 H -7.7374 6.5055 -2.9498  0.33
95 H -8.7751 7.7133 -1.1278  0.34
96 H -7.0394 7.6076 -0.7898  0.28
97 Cl 0.1402 1.9571 6.2624  -0.23
98 C -0.7149 2.5594 4.8130  0.17
99 C -0.9316 4.0484 4.8642  -0.11
100 Cl -2.1066 4.5182 6.1266  -0.23
101 H -1.6566 2.0231 4.7332  -0.19
102 H -0.0984 2.3116 3.9512  0.25
103 H -1.3390 4.3848 3.9119  -0.06
104 H -0.0059 4.5823 5.0612  0.43
105 Cl 6.1652 -2.3377 -5.5789  -0.20
106 C 5.5079 -0.7284 -5.9803  -0.37
107 C 6.4542 0.3809 -5.6048  -0.52
108 Cl 6.6288 0.5545 -3.8396  -0.12
109 H 4.5525 -0.6265 -5.4715  0.23
110 H 5.3368 -0.7131 -7.0551  0.34
111 H 6.0691 1.3269 -5.9811  0.31
112 H 7.4446 0.2135 -6.0202  0.33

No. 2
Molecular formula: C21H39N2O2
Method: DFT, ωB97M-V/def2-TZVPD

Output
HOMO-LUMO gap (alpha / beta)   0.3388 / 0.3606 Eh
HOMO energy (alpha / beta)   -8.59 / -9.62 eV
<S²>   0.75
Multiplicity   2
Net charge   0
LUMO level (alpha / beta)   0.63 / 0.20 eV

Each line ends with the Mulliken charge.
Geometry (Å):
1 C 7.4053 -2.3056 0.9401  -1.09
2 C 6.3035 -1.4675 0.1597  -0.22
3 C 6.8603 -0.0097 -0.0506  -0.67
4 C 5.8598 0.8460 -0.9411  -0.86
5 C 4.4619 0.8690 -0.1849  -0.33
6 C 3.5935 2.0332 -0.8020  -0.79
7 C 2.0575 1.7073 -0.6228  -0.60
8 C 1.5579 1.9740 0.8552  -0.72
9 C -0.0362 2.1500 0.8602  -0.23
10 C -0.6287 0.9777 1.7175  -1.03
11 C -2.2026 0.8802 1.7370  -1.22
12 C -2.8972 0.8017 0.3282  2.15
13 N -2.8745 2.0777 -0.4580  -0.62
14 C -3.2813 3.0490 0.1613  0.69
15 O -3.4244 3.9830 0.8112  -0.45
16 C -2.2203 -0.2981 -0.6183  -2.14
17 C -2.8031 -1.7441 -0.4475  1.30
18 C -2.0636 -2.6387 -1.5392  -1.59
19 C -2.4220 -2.4318 0.9466  -1.45
20 N -4.2684 -1.8675 -0.7026  0.76
21 O -4.5690 -2.5095 -1.7793  -0.66
22 C -4.9982 -0.5903 -0.5537  1.22
23 C -6.4593 -0.9816 -0.0426  -1.58
24 C -5.2184 0.2195 -1.8804  -1.48
25 C -4.3957 0.3297 0.5725  -1.87
26 H 8.0802 -2.8278 0.2202  0.26
27 H 6.8869 -3.0262 1.6236  0.34
28 H 8.0055 -1.6216 1.5883  0.31
29 H 5.3764 -1.4965 0.7789  0.19
30 H 6.0685 -1.9012 -0.8441  0.27
31 H 7.8523 -0.0083 -0.5664  0.33
32 H 6.9522 0.5229 0.9318  0.31
33 H 5.7638 0.4268 -1.9777  0.34
34 H 6.2246 1.9002 -1.0643  0.35
35 H 4.5880 1.0086 0.9151  0.25
36 H 3.9648 -0.1053 -0.4446  0.24
37 H 3.8353 2.1223 -1.8910  0.34
38 H 3.7762 3.0172 -0.2881  0.34
39 H 1.9311 0.6181 -0.8549  0.15
40 H 1.4412 2.2908 -1.3563  0.52
41 H 2.0809 2.8296 1.3467  0.44
42 H 1.7958 1.0522 1.4463  0.26
43 H -0.3540 3.1651 1.1896  0.33
44 H -0.3417 1.9521 -0.2017  0.17
45 H -0.2244 -0.0328 1.4464  0.20
46 H -0.3121 1.1595 2.7842  0.45
47 H -2.4479 -0.0841 2.2607  0.38
48 H -2.5871 1.6916 2.4041  0.61
49 H -1.1077 -0.2900 -0.5718  0.49
50 H -2.4857 0.0283 -1.6622  0.37
51 H -0.9693 -2.5624 -1.2676  0.43
52 H -2.3246 -3.7152 -1.4541  0.43
53 H -2.1489 -2.2192 -2.5680  0.35
54 H -1.5992 -1.8717 1.4662  0.19
55 H -2.0013 -3.4479 0.7297  0.41
56 H -3.3258 -2.5694 1.5844  0.29
57 H -6.3476 -1.6310 0.8657  0.38
58 H -7.0111 -0.0568 0.2589  0.36
59 H -7.0310 -1.5047 -0.8502  0.37
60 H -5.5008 -0.3979 -2.7630  0.36
61 H -4.3726 0.8866 -2.1714  0.34
62 H -6.0922 0.9048 -1.6895  0.35
63 H -5.1242 1.1599 0.7305  0.58
64 H -4.4167 -0.2837 1.5174  0.37

No. 3
Molecular formula: C26H15BrClF5N4O8P2Y
Method: DFT, ωB97M-V/def2-TZVPD

Output
HOMO-LUMO gap   0.2649 Eh
HOMO energy   -5.58 eV
Net charge   -1
LUMO level   1.62 eV

Each line ends with the Mulliken charge.
Geometry (Å):
1 Y 1.0699 -1.4000 1.7988  1.60
2 O 3.3621 -1.4193 5.1940  -0.50
3 P 2.9253 -2.7282 4.3669  0.72
4 O 3.8054 -3.8679 4.6525  -0.75
5 O 2.7313 -2.2366 2.9382  -0.67
6 O 1.4392 -3.0467 4.9598  -0.24
7 P 0.0077 -2.5046 4.4562  0.58
8 O -0.1413 -3.2860 3.0051  -0.32
9 O -1.0347 -2.8695 5.4139  -0.74
10 O 0.1849 -1.1169 3.8776  -0.43
11 H 3.8673 -1.6980 5.9656  0.30
12 H -0.1461 -4.2479 3.0347  0.26
13 Br -0.6922 2.8184 -5.6803  -0.14
14 C -1.3452 3.2736 -3.9585  -0.07
15 C -2.6778 3.0536 -3.6538  -0.61
16 C -3.1699 3.4858 -2.4320  -0.47
17 C -2.3272 4.0893 -1.5083  0.53
18 C -0.9828 4.2748 -1.8159  -0.14
19 C -0.4918 3.8738 -3.0474  -0.40
20 N -2.9199 4.7270 -0.3603  -0.36
21 N -2.4811 4.5654 0.7854  -0.57
22 C -1.4841 3.5680 1.0535  -0.02
23 C -0.2934 3.9574 1.6129  -0.41
24 C 0.7288 3.0454 1.8900  -0.85
25 C 0.5484 1.6777 1.6986  1.17
26 O 1.4612 0.7954 1.9283  -0.98
27 C -0.7565 1.2561 1.2315  0.20
28 N -0.9702 -0.0874 1.1649  0.33
29 C -2.1366 -0.5428 0.7784  -0.31
30 C -3.1949 0.3106 0.4160  -1.36
31 C -3.0057 1.6607 0.4692  -0.55
32 C -1.7592 2.1866 0.8849  0.30
33 H -3.3304 2.5808 -4.3743  0.43
34 H -4.2211 3.3759 -2.1976  0.38
35 H -0.3262 4.7569 -1.1056  0.44
36 H 0.5452 4.0443 -3.3020  0.47
37 H -0.1373 5.0130 1.8063  0.43
38 H 1.6738 3.3835 2.2939  0.50
39 H -2.2572 -1.6208 0.7534  0.53
40 H -4.1432 -0.1126 0.1152  0.44
41 H -3.8166 2.3337 0.2218  0.68
42 Cl -0.6768 -0.5642 -4.0410  -0.23
43 C 0.5005 -0.0865 -2.8641  -0.36
44 C 1.4456 0.8819 -3.1469  -0.10
45 C 2.3460 1.2125 -2.1478  -1.06
46 C 2.2631 0.5704 -0.9229  -0.39
47 N 1.3583 -0.3747 -0.6665  0.58
48 C 0.4911 -0.6958 -1.6226  -0.32
49 H 1.4652 1.3602 -4.1170  0.53
50 H 3.1042 1.9657 -2.3115  0.42
51 H 2.9266 0.8259 -0.1070  0.53
52 H -0.2331 -1.4670 -1.3953  0.56
53 F -1.5060 -3.9646 0.1786  -0.43
54 C -0.2485 -4.0970 -0.3347  0.35
55 C 0.7629 -3.2777 0.1026  -0.15
56 C 1.9744 -3.5004 -0.5079  0.59
57 F 3.0345 -2.7138 -0.1479  -0.41
58 C 2.2088 -4.4480 -1.4866  -0.23
59 F 3.4132 -4.6159 -2.0526  -0.32
60 C 1.1493 -5.2441 -1.8883  0.81
61 F 1.3290 -6.1789 -2.8316  -0.33
62 C -0.0957 -5.0698 -1.3100  -0.09
63 F -1.1200 -5.8409 -1.7104  -0.32

No. 4
Molecular formula: C8H10N2S
Method: DFT, ωB97M-V/def2-TZVPD

Output
HOMO-LUMO gap   0.2999 Eh
HOMO energy   -7.41 eV
Net charge   0
LUMO level   0.75 eV

Each line ends with the Mulliken charge.
Geometry (Å):
1 C -2.2471 -1.7006 0.2082  -0.78
2 C -3.1928 -0.7710 0.2835  -0.31
3 C -0.9259 -1.1136 0.2534  0.13
4 C -1.0255 0.2766 0.0636  0.52
5 C 1.3717 -1.1872 0.6672  -0.02
6 C 1.7271 0.0910 0.0313  -0.26
7 C 2.0147 -0.1974 -1.4885  -1.20
8 C 0.1026 2.3043 0.6139  -0.94
9 N 0.2464 -1.7626 0.7030  -0.56
10 N 0.0694 1.0836 -0.1116  -0.23
11 S -2.6381 0.8594 0.0554  -0.12
12 H -2.4288 -2.7130 0.2391  0.49
13 H -4.3193 -0.9324 0.2470  0.33
14 H 2.1496 -1.7729 1.1038  0.49
15 H 2.4784 0.6846 0.4734  0.47
16 H 1.1462 -0.6388 -1.8450  0.36
17 H 2.8678 -0.8676 -1.5579  0.36
18 H 2.1604 0.5547 -2.3190  0.33
19 H 0.9770 2.1690 1.3192  0.23
20 H 0.2966 3.0998 -0.0979  0.28
21 H -0.8306 2.5339 1.1581  0.42

Result set for largest force on an atom: 0.95, 2.93, 0.19, 5.06 eV/A, one per record in the order listed.
Result set for E: -11136.23431, -1083.42636, -6075.86438, -818.41927 Eh, one per record in the order listed.